# 1
This record from the Open Molecules 2025 dataset describes a structure of composition C2H10NO at a distorted geometry. The level of theory is wB97M-V/def2-TZVPD.

Summary:
Net charge   +1
HOMO energy   -0.5972 hartree
Energy   -211.89193 hartree
ΔE to the lowest compared entry with this formula, charge and spin   1.8091 eV

XYZ file:
```
14
Properties=species:S:1:pos:R:3:nbo_charge:R:1
O 0.09 0.05 0.33 -0.75
N 0.06 2.75 0.01 -1.01
C -0.61 -2.19 -0.08 -0.62
C 0.43 -1.23 -0.39 -0.02
H 0.10 3.25 0.90 0.42
H 0.58 -0.75 -1.33 0.21
H -0.50 -3.02 -0.63 0.24
H -0.64 -2.38 1.05 0.22
H 1.30 -1.63 0.07 0.20
H 0.15 -0.10 1.30 0.52
H 1.03 2.73 -0.37 0.41
H -0.49 3.20 -0.72 0.43
H -1.47 -1.71 -0.31 0.22
H -0.06 1.28 0.13 0.53
```

# 2
This record from the Open Molecules 2025 dataset describes a cluster of 3 separate species, C7H14BFIN2O12S2 in total at a distorted geometry. The level of theory is wB97M-V/def2-TZVPD.

Summary:
Net charge   +1
HOMO energy   -0.5027 hartree
Energy   -2506.02574 hartree

XYZ file:
```
40
Properties=species:S:1:pos:R:3:nbo_charge:R:1
I 0.14 0.60 4.47 0.52
S 2.47 -2.78 1.80 2.52
S -0.41 2.03 -3.85 2.51
F -2.42 -0.79 2.71 -0.34
O 3.70 -2.11 2.10 -0.87
O 0.67 -0.19 -1.00 -0.89
O -4.17 0.68 2.85 -0.42
O -1.04 2.64 -2.71 -0.92
O 1.72 -2.53 0.60 -0.92
O -1.53 1.21 -4.69 -0.67
O 0.76 1.20 -3.73 -0.86
O -0.11 3.18 -4.95 -0.67
O 1.48 -2.62 3.07 -0.70
O 2.71 -4.38 1.92 -0.66
O -1.23 3.35 2.59 -0.39
O 0.71 2.21 -0.40 -0.91
N 0.10 1.41 2.56 -0.61
N -2.38 1.56 1.61 -0.69
C 1.11 -3.91 3.56 -0.10
C -1.18 2.13 2.25 0.77
C -1.98 2.02 -5.77 -0.11
C -3.01 0.49 2.41 0.91
C 0.48 0.33 1.57 -0.64
C -0.76 2.85 -6.17 -0.10
C 2.27 -4.82 3.21 -0.11
B 0.64 0.85 0.03 1.10
H -2.35 1.41 -6.59 0.23
H -0.07 2.26 -6.78 0.20
H 1.99 -5.87 3.18 0.23
H 3.10 -4.69 3.91 0.20
H 0.19 -4.22 3.04 0.20
H -2.23 1.29 0.62 0.44
H 0.29 2.21 -1.31 0.53
H 1.10 -0.98 -0.58 0.52
H 0.92 -3.88 4.63 0.22
H -2.79 2.66 -5.41 0.20
H -0.23 -0.57 1.55 0.29
H 1.51 -0.08 1.91 0.28
H -1.04 3.76 -6.71 0.22
H 0.86 2.12 2.53 0.49
```

# 3
This record from the Open Molecules 2025 dataset describes a structure of composition C4H6N4 at a distorted geometry. The level of theory is wB97M-V/def2-TZVPD.

Summary:
HOMO energy   -0.3399 hartree
Energy   -374.60740 hartree
ΔE to the lowest compared entry with this formula, charge and spin   12.3530 eV

XYZ file:
```
14
Properties=species:S:1:pos:R:3:nbo_charge:R:1
N -0.42 -0.20 -2.30 -0.19
N -2.08 -0.72 -1.02 -0.41
N -1.62 -0.67 -2.35 -0.04
N 2.19 0.28 0.35 -0.69
C -0.36 -0.17 1.14 -0.42
C -1.03 -0.44 -0.26 0.15
C 0.11 -0.12 -1.01 -0.02
C 0.66 0.54 0.28 -0.07
H 2.31 -0.09 2.05 0.23
H 0.49 1.60 0.31 0.21
H 3.34 1.50 0.00 0.33
H 0.27 -1.18 1.37 0.25
H -3.19 -0.78 -0.49 0.45
H -0.66 0.44 1.92 0.23
```

# 4
This record from the Open Molecules 2025 dataset describes a cluster of 2 separate species, C4H9NO2 in total at a distorted geometry. The level of theory is wB97M-V/def2-TZVPD.

Summary:
SMILES   C/C=C\C=N\O.O
HOMO energy   -0.3219 hartree
Energy   -362.95117 hartree
ΔE to the lowest compared entry with this formula, charge and spin   3.6562 eV

XYZ file:
```
16
Properties=species:S:1:pos:R:3:nbo_charge:R:1
O -3.02 0.95 0.51 -0.93
O -0.39 0.44 -2.97 -0.58
N -0.79 0.26 -1.62 -0.12
C -0.11 -0.39 0.56 -0.24
C 2.33 -0.72 0.91 -0.66
C 0.19 -0.07 -0.90 0.00
C 0.89 -0.70 1.37 -0.17
H -1.19 -0.29 0.82 0.25
H 1.23 -0.11 -1.23 0.18
H -1.20 0.88 -3.36 0.47
H 2.69 0.30 0.65 0.22
H -3.48 1.11 1.32 0.46
H 2.43 -1.19 -0.04 0.21
H 3.02 -1.17 1.59 0.22
H 0.67 -1.01 2.39 0.20
H -3.28 1.71 -0.01 0.47
```

# 5
This record from the Open Molecules 2025 dataset describes a cluster of 13 separate species, C4H34N2O14 in total at a distorted geometry. The level of theory is wB97M-V/def2-TZVPD.

Summary:
HOMO energy   -0.3492 hartree
Energy   -1335.63187 hartree
ΔE to the lowest compared entry with this formula, charge and spin   4.0773 eV

XYZ file:
```
54
Properties=species:S:1:pos:R:3:nbo_charge:R:1
O 1.47 0.95 2.24 -1.02
O 3.96 0.92 -0.46 -0.96
O 3.33 -2.39 -0.65 -0.95
O 1.56 3.73 0.59 -1.02
O 2.69 -1.54 1.97 -0.98
O -2.98 -1.74 -0.18 -0.99
O 0.15 -1.83 3.23 -1.01
O -0.98 -2.32 -4.13 -0.96
O 1.26 -0.98 -1.71 -0.81
O -1.11 3.20 0.37 -0.67
O -3.27 -1.35 -2.80 -0.92
O 2.14 1.55 -2.36 -0.96
O -0.77 -2.91 0.98 -0.98
O -0.46 0.50 4.21 -0.98
N -0.22 1.24 -0.13 -0.66
N -3.81 2.40 0.25 -0.84
C -0.35 -0.25 0.01 -0.27
C -0.13 -0.91 -1.41 -0.10
C -1.34 2.02 0.03 0.67
C -2.74 1.71 -0.45 -0.32
H 1.64 4.71 0.68 0.47
H 3.00 1.71 -1.86 0.52
H -0.64 -0.18 -2.13 0.17
H 0.15 0.76 4.92 0.47
H -0.46 -2.03 -1.30 0.19
H -2.49 -1.05 -2.61 0.46
H -1.03 -3.68 1.47 0.48
H -0.16 -2.45 -3.55 0.48
H 1.09 -2.17 3.21 0.51
H -1.28 -0.43 0.51 0.22
H -3.79 -1.34 0.16 0.49
H -0.09 -2.06 2.27 0.51
H 0.61 0.62 2.72 0.52
H -3.15 -1.79 -1.12 0.50
H -0.21 -0.38 3.91 0.50
H -0.43 -2.21 -4.94 0.48
H -4.27 3.03 -0.35 0.37
H -3.52 2.77 1.14 0.39
H 1.52 1.82 2.19 0.48
H 0.54 3.66 0.61 0.50
H -2.98 -2.18 -3.33 0.50
H -2.97 0.60 -0.22 0.20
H -1.62 -2.73 0.48 0.52
H 3.46 0.88 0.36 0.49
H 1.63 -0.05 -1.95 0.52
H 2.43 -2.14 -0.69 0.49
H 3.22 -3.40 -0.69 0.48
H -2.64 1.95 -1.58 0.24
H 2.77 -1.85 1.07 0.48
H 1.49 1.92 -1.77 0.48
H 0.37 -0.64 0.68 0.22
H 4.13 0.07 -0.77 0.49
H 2.69 -0.62 1.95 0.49
H 0.76 1.52 0.12 0.44
```

# 6
This record from the Open Molecules 2025 dataset describes a structure of composition C6H15FN3O6S2. The level of theory is wB97M-V/def2-TZVPD.

Summary:
Net charge   -1
HOMO energy   -0.2407 hartree
Energy   -1749.69061 hartree

XYZ file:
```
33
Properties=species:S:1:pos:R:3:nbo_charge:R:1
S -0.13 0.75 1.39 2.51
S -2.54 1.00 -0.04 2.30
F -4.53 -0.23 1.12 -0.36
O -0.06 2.00 2.07 -0.93
O -0.36 -0.44 2.17 -0.99
O -2.99 2.11 0.74 -0.94
O 1.35 0.59 0.74 -0.75
O -2.88 0.94 -1.44 -0.97
O 2.08 3.83 -3.15 -0.70
N -0.96 0.75 0.04 -1.31
N 2.51 2.44 -1.41 -0.87
N 0.36 2.74 -2.15 -0.85
C -3.22 -1.66 -0.23 -0.65
C 1.68 -0.70 0.19 -0.07
C 1.95 -3.10 1.03 -0.61
C 1.68 3.06 -2.29 0.77
C -3.23 -0.50 0.73 -0.06
C 2.31 -1.62 1.22 -0.44
H -2.22 -1.78 -0.66 0.23
H -2.64 -0.71 1.63 0.21
H 3.40 -1.50 1.18 0.19
H -3.93 -1.47 -1.03 0.23
H 1.35 -3.47 1.86 0.22
H 2.16 1.82 -0.69 0.41
H -0.29 3.16 -2.78 0.40
H 1.36 -3.25 0.12 0.20
H -3.49 -2.58 0.29 0.20
H 0.78 -1.13 -0.25 0.20
H 1.99 -1.28 2.20 0.24
H 3.50 2.62 -1.49 0.39
H 2.83 -3.74 0.94 0.20
H 0.02 2.07 -1.47 0.42
H 2.36 -0.47 -0.63 0.19
```

# 7
This record from the Open Molecules 2025 dataset describes a cluster of 4 separate species, C14H10Cl8F2 in total at a distorted geometry. The level of theory is wB97M-V/def2-TZVPD.

Summary:
SMILES   ClC(Cl)(Cl)Cl.ClC(Cl)(Cl)Cl.Fc1ccccc1.Fc1ccccc1
HOMO energy   -0.3345 hartree
Energy   -4420.68927 hartree
ΔE to the lowest compared entry with this formula, charge and spin   0.0000 eV

XYZ file:
```
34
Properties=species:S:1:pos:R:3:nbo_charge:R:1
Cl 2.48 -0.39 6.10 0.05
Cl -1.69 0.49 -0.79 0.03
Cl 1.17 -1.70 3.83 0.08
Cl 0.05 -0.65 1.30 0.07
Cl 3.54 -0.18 3.50 0.05
Cl -2.56 -1.88 0.77 0.08
Cl -2.28 0.75 1.93 0.04
Cl 1.04 1.19 4.29 0.06
F -1.13 4.62 1.14 -0.31
F -1.67 -5.69 -2.10 -0.34
C -0.60 -3.12 -4.44 -0.21
C -1.56 -4.45 -2.69 0.40
C -1.61 -0.40 0.78 -0.22
C -2.31 -2.21 -2.96 -0.19
C 0.06 4.08 1.19 0.40
C 2.02 -0.29 4.40 -0.23
C 0.45 3.12 0.25 -0.29
C -2.33 -3.41 -2.25 -0.29
C -1.43 -2.09 -4.09 -0.22
C 2.29 4.01 2.15 -0.20
C -0.64 -4.28 -3.73 -0.28
C 2.62 2.99 1.22 -0.22
C 1.71 2.53 0.23 -0.20
C 1.00 4.54 2.13 -0.29
H -2.96 -3.60 -1.39 0.23
H -1.51 -1.18 -4.68 0.21
H 3.61 2.57 1.23 0.21
H 1.93 1.78 -0.51 0.23
H -0.02 -3.04 -5.35 0.22
H -0.30 2.82 -0.47 0.22
H 0.72 5.25 2.89 0.22
H 3.00 4.39 2.87 0.22
H -3.00 -1.41 -2.73 0.22
H -0.08 -5.16 -4.01 0.23
```

# 8
This record from the Open Molecules 2025 dataset describes a cluster of 2 separate species, C7H12O2 in total at a distorted geometry. The level of theory is wB97M-V/def2-TZVPD.

Summary:
SMILES   COC(C)=O.C=CC=C
HOMO energy   -0.3230 hartree
Energy   -424.33147 hartree
ΔE to the lowest compared entry with this formula, charge and spin   1.7563 eV

XYZ file:
```
21
Properties=species:S:1:pos:R:3:nbo_charge:R:1
O 1.05 0.65 0.92 -0.56
O -0.35 1.96 -0.45 -0.57
C 0.91 -1.47 -1.55 -0.39
C -2.09 -1.12 -1.19 -0.35
C -1.20 -1.35 -0.22 -0.25
C 2.23 1.02 0.20 -0.26
C -0.17 1.37 0.60 0.82
C -1.05 1.46 1.81 -0.73
C 0.23 -1.67 -0.40 -0.21
H -0.90 2.43 2.29 0.25
H -2.09 1.35 1.50 0.24
H 0.59 -2.43 0.28 0.20
H 2.01 1.44 -0.79 0.20
H -3.13 -0.90 -0.96 0.20
H 2.84 0.13 0.06 0.19
H 1.83 -2.02 -1.74 0.20
H 2.82 1.73 0.79 0.18
H -0.82 0.66 2.51 0.24
H -1.82 -1.14 -2.24 0.20
H 0.66 -0.65 -2.22 0.20
H -1.57 -1.46 0.80 0.20
```